No. 1
C45H60O4P2S3SbSiSn | ωB97M-V/def2-TZVPD

Summary:
Net charge = -2
Gap between HOMO and LUMO (alpha / beta) = 4.9 / 5.9 eV
E_LUMO (alpha / beta) = 0.143 / 0.143 hartree
E = -127162.857 eV
E_HOMO (alpha / beta) = -0.0355 / -0.0720 Eh
Spin multiplicity = 2

XYZ file:
```
117
C45H60O4P2S3SbSiSn (ωB97M-V/def2-TZVPD)
Sn -0.508 -0.821 -1.513
C -2.310 -2.653 1.497
Si -1.281 -1.110 0.973
C 0.272 -1.155 2.106
C 0.202 -0.700 3.445
C 1.305 -0.655 4.303
C 2.540 -1.104 3.805
C 2.636 -1.612 2.517
C 1.539 -1.594 1.646
P 1.674 -2.100 -0.099
C 3.280 -1.450 -0.789
C 3.128 0.080 -0.925
C 4.351 0.731 -1.585
C 5.629 0.439 -0.751
C 5.384 -0.639 0.358
C 4.645 -1.875 -0.173
C 1.740 -3.963 -0.405
C 3.043 -4.683 -0.258
C 3.498 -4.913 1.170
C 2.351 -5.595 1.918
C 1.027 -4.870 1.834
C 0.621 -4.691 0.370
C -2.331 0.339 1.790
C -3.444 0.027 2.583
C -4.085 1.004 3.357
C -3.647 2.323 3.272
C -2.660 2.665 2.387
C -1.928 1.677 1.693
P -0.609 2.161 0.531
C 0.515 3.172 1.584
C 1.855 3.283 0.851
C 2.934 4.014 1.693
C 2.494 4.056 3.171
C 1.198 4.820 3.332
C 0.243 4.576 2.186
C -1.648 3.214 -0.597
C -1.856 4.734 -0.358
C -0.892 5.530 -1.189
C -1.406 5.402 -2.645
C -1.920 3.972 -2.954
C -1.213 2.970 -2.064
H -3.212 -2.692 0.888
H -2.597 -2.629 2.554
H -1.779 -3.575 1.281
H -0.746 -0.301 3.776
H 1.245 -0.213 5.300
H 3.408 -1.019 4.413
H 3.595 -1.999 2.190
H 3.186 -1.855 -1.786
H 2.888 0.543 0.050
H 2.256 0.250 -1.556
H 4.222 1.805 -1.763
H 4.489 0.257 -2.577
H 5.964 1.338 -0.222
H 6.471 0.077 -1.362
H 4.860 -0.186 1.192
H 6.372 -0.919 0.797
H 4.558 -2.668 0.613
H 5.242 -2.333 -0.952
H 1.483 -3.986 -1.488
H 3.818 -4.222 -0.885
H 2.893 -5.662 -0.751
H 3.669 -3.957 1.675
H 4.485 -5.472 1.274
H 2.534 -5.769 2.985
H 2.264 -6.620 1.473
H 1.043 -3.890 2.300
H 0.299 -5.465 2.404
H -0.327 -4.179 0.257
H 0.425 -5.659 -0.091
H -3.716 -1.029 2.673
H -4.943 0.748 3.963
H -4.117 3.078 3.905
H -2.445 3.718 2.314
H 0.645 2.506 2.462
H 1.702 3.861 -0.010
H 2.173 2.304 0.505
H 3.048 5.065 1.378
H 3.901 3.556 1.586
H 3.296 4.564 3.781
H 2.445 3.053 3.566
H 1.376 5.896 3.402
H 0.703 4.500 4.256
H 0.400 5.332 1.416
H -0.784 4.695 2.496
H -2.607 2.698 -0.491
H -1.813 4.973 0.708
H -2.874 4.952 -0.685
H 0.150 5.089 -1.112
H -0.818 6.574 -0.883
H -0.590 5.701 -3.326
H -2.205 6.156 -2.795
H -1.757 3.688 -3.986
H -2.994 3.944 -2.781
H -0.144 3.009 -2.174
H -1.458 1.918 -2.265
S 3.584 -2.032 -4.831
Sb 2.121 -3.781 -4.517
S -0.808 -3.118 -2.413
S -0.028 -2.613 -4.257
O -4.484 1.430 -2.326
C -4.044 0.343 -1.957
O -3.085 0.130 -1.140
C -4.650 -0.890 -2.672
C -4.209 -2.153 -2.360
C -4.644 -3.321 -3.004
C -5.591 -3.133 -3.998
O -6.331 -4.071 -4.664
C -6.969 -3.355 -5.698
O -7.151 -2.044 -5.205
C -6.112 -1.869 -4.283
C -5.632 -0.734 -3.683
H -3.387 -2.205 -1.652
H -4.283 -4.308 -2.801
H -7.942 -3.785 -5.913
H -6.347 -3.325 -6.618
H -5.956 0.277 -3.966
```


No. 2
C45H62BN8O4Se3W | ωB97M-V/def2-TZVPD

Summary:
Net charge = +2
Gap between HOMO and LUMO (alpha / beta) = 5.9 / 4.8 eV
E_LUMO (alpha / beta) = -0.246 / -0.286 hartree
E = -266312.378 eV
E_HOMO (alpha / beta) = -0.4608 / -0.4608 Eh
Spin multiplicity = 2

XYZ file:
```
124
C45H62BN8O4Se3W (ωB97M-V/def2-TZVPD)
W -0.148 0.184 -0.636
C -1.768 2.154 -4.456
C -1.914 1.677 -3.161
N -0.762 1.141 -2.716
N 0.128 1.285 -3.736
C -0.456 1.878 -4.785
B 1.614 0.888 -3.560
N 1.627 -0.607 -3.198
C 1.992 -1.669 -3.916
C 1.724 -2.810 -3.175
C 1.178 -2.354 -1.991
N 1.103 -0.999 -1.998
N 2.080 1.691 -2.301
C 3.117 2.527 -2.155
C 2.951 3.232 -0.977
C 1.757 2.766 -0.445
N 1.233 1.822 -1.242
N 2.410 1.243 -4.756
C 2.613 2.515 -5.219
C 3.317 2.431 -6.387
C 3.500 1.048 -6.586
N 2.958 0.355 -5.612
H -2.507 2.635 -5.062
H -2.806 1.681 -2.566
H 0.075 2.060 -5.698
H 2.438 -1.530 -4.886
H 1.897 -3.825 -3.463
H 0.866 -2.916 -1.125
H 3.905 2.576 -2.880
H 3.595 3.979 -0.567
H 1.258 3.053 0.467
H 2.234 3.370 -4.690
H 3.649 3.236 -7.011
H 3.996 0.546 -7.392
C -7.026 0.624 -3.221
C -7.031 0.901 -1.709
C -7.764 2.223 -1.474
C -7.792 -0.216 -0.983
C -5.598 0.932 -1.199
C -4.761 -0.154 -1.458
C -3.443 -0.112 -1.046
Se -2.064 -1.385 -1.542
C -0.035 -1.376 0.860
C -0.241 -2.659 1.338
C 0.198 -3.025 2.617
C 0.763 -2.041 3.418
C 0.951 -0.712 3.027
C 0.538 -0.413 1.724
O 0.697 0.766 1.026
C 1.516 0.287 4.033
C 2.045 1.557 3.357
C 0.371 0.693 4.976
C 2.636 -0.363 4.864
C 0.018 -4.458 3.093
C 0.515 -5.446 2.028
C 0.801 -4.726 4.382
C -1.480 -4.689 3.343
C -2.947 0.991 -0.332
O -1.625 0.953 -0.035
C -3.763 2.091 -0.054
C -5.079 2.027 -0.505
C -3.154 3.289 0.670
C -2.611 2.825 2.030
C -4.178 4.400 0.916
C -1.994 3.857 -0.170
H -8.030 0.747 -3.618
H -6.702 -0.387 -3.448
H -6.370 1.324 -3.732
H -8.785 2.132 -1.834
H -7.286 3.035 -2.015
H -7.815 2.473 -0.418
H -8.809 -0.264 -1.362
H -7.832 -0.016 0.085
H -7.326 -1.185 -1.135
H -5.111 -1.017 -2.001
H -0.747 -3.388 0.716
H 1.076 -2.316 4.409
H 1.222 2.140 2.953
H 2.735 1.328 2.544
H 2.564 2.176 4.085
H -0.452 1.133 4.416
H 0.723 1.436 5.687
H -0.005 -0.165 5.527
H 3.341 -0.902 4.233
H 2.233 -1.054 5.599
H 3.183 0.401 5.410
H 1.573 -5.293 1.823
H -0.038 -5.364 1.098
H 0.394 -6.464 2.392
H 1.846 -4.441 4.270
H 0.767 -5.786 4.618
H 0.370 -4.191 5.224
H -2.062 -4.501 2.443
H -1.842 -4.028 4.127
H -1.653 -5.716 3.656
H -5.718 2.873 -0.323
H -3.422 2.452 2.650
H -2.140 3.657 2.545
H -1.867 2.030 1.924
H -5.025 4.023 1.484
H -4.535 4.830 -0.018
H -3.717 5.195 1.497
H -1.185 3.121 -0.295
H -1.577 4.731 0.326
H -2.339 4.166 -1.155
O 3.442 -2.897 0.739
C 4.650 -2.858 1.467
C 5.452 -1.617 1.057
C 6.761 -1.573 1.878
O 7.468 -0.412 1.531
C 5.848 -1.666 -0.414
Se 4.352 -1.141 -1.570
C 4.669 -0.332 1.311
Se 3.085 -0.192 0.112
H 2.937 -3.670 1.017
H 5.248 -3.753 1.255
H 4.451 -2.819 2.544
H 7.338 -2.476 1.644
H 6.518 -1.581 2.949
H 8.372 -0.474 1.862
H 6.157 -2.666 -0.714
H 6.661 -0.959 -0.591
H 5.317 0.527 1.101
H 4.318 -0.270 2.341
```


No. 3
C45H62BrF12N4O9 | ωB97M-V/def2-TZVPD

Summary:
Net charge = +1
Gap between HOMO and LUMO = 7.3 eV
E_LUMO = -0.173 hartree
E = -174700.878 eV
E_HOMO = -0.4400 Eh

XYZ file:
```
133
C45H62BrF12N4O9 (ωB97M-V/def2-TZVPD)
C 1.302 -8.009 5.988
C -0.001 -7.132 6.265
C -0.629 -6.594 4.906
C -1.307 -5.195 5.184
C -2.758 -5.305 5.841
C -3.748 -6.245 5.036
C -3.893 -5.808 3.513
C -3.147 -6.788 2.502
C -1.899 -6.051 1.844
C -2.079 -6.107 0.258
C -2.858 -4.798 -0.213
C -2.185 -4.120 -1.475
C -1.134 -2.995 -1.116
C -1.770 -1.658 -0.613
C -3.058 -1.230 -1.410
C -2.869 -0.902 -2.821
C -4.075 -0.467 -3.570
C -5.348 -0.413 -2.822
C -5.302 -0.792 -1.409
N -4.216 -1.210 -0.695
C -0.618 -0.585 -0.680
C -1.110 0.904 -0.623
C -0.886 1.733 -1.936
O -1.430 2.815 -2.002
C 0.007 1.308 -3.130
C 1.457 1.100 -2.885
C 2.368 0.656 -3.950
C 1.894 0.382 -5.329
C 0.454 0.620 -5.567
C -0.454 1.065 -4.493
N 0.312 -0.968 0.458
C 0.677 -2.312 0.403
N 1.909 -2.618 0.916
N -0.124 -3.400 -0.081
Br 1.123 -4.553 -0.959
H 1.570 -7.968 4.894
H 1.084 -9.089 6.209
H 2.171 -7.634 6.582
H 0.208 -6.260 6.938
H -0.740 -7.803 6.779
H -1.340 -7.377 4.534
H 0.182 -6.466 4.129
H -0.657 -4.614 5.897
H -1.428 -4.554 4.269
H -2.596 -5.681 6.886
H -3.196 -4.264 5.858
H -3.414 -7.318 5.125
H -4.758 -6.197 5.529
H -3.550 -4.751 3.370
H -4.991 -5.837 3.247
H -2.832 -7.744 2.988
H -3.886 -7.017 1.681
H -0.913 -6.537 2.086
H -1.803 -4.974 2.136
H -2.645 -7.025 -0.071
H -1.055 -6.195 -0.190
H -3.885 -5.123 -0.523
H -2.942 -4.027 0.606
H -1.594 -4.933 -1.997
H -2.922 -3.769 -2.253
H -0.587 -2.783 -2.085
H -2.047 -1.806 0.465
H -1.911 -0.950 -3.385
H -4.058 -0.180 -4.645
H -6.315 -0.091 -3.267
H -6.278 -0.761 -0.854
H -0.031 -0.831 -1.614
H -0.498 1.421 0.181
H -2.178 1.030 -0.303
H 1.921 1.273 -1.886
H 3.459 0.466 -3.766
H 2.563 0.033 -6.144
H 0.071 0.407 -6.600
H -1.529 1.204 -4.751
H 1.128 -0.349 0.428
H 2.747 -2.345 0.413
H 1.902 -3.159 1.781
C 8.409 -2.554 -6.308
C 7.734 -1.363 -5.658
O 6.920 -0.651 -6.608
C 5.723 -1.181 -6.870
O 5.295 -2.186 -6.376
C 4.960 -0.298 -7.858
F 5.717 0.078 -8.901
F 4.518 0.836 -7.274
F 3.883 -0.908 -8.374
H 8.978 -2.240 -7.184
H 9.082 -3.046 -5.604
H 7.675 -3.286 -6.650
H 8.489 -0.659 -5.308
H 7.140 -1.658 -4.790
C 2.482 3.441 -8.186
C 3.731 4.024 -8.816
O 3.634 5.453 -8.920
C 3.882 6.139 -7.797
O 4.170 5.643 -6.744
C 3.787 7.642 -8.062
F 2.686 7.965 -8.764
F 4.842 8.086 -8.769
F 3.747 8.357 -6.931
H 1.592 3.755 -8.736
H 2.527 2.351 -8.177
H 2.359 3.788 -7.158
H 3.840 3.645 -9.833
H 4.631 3.738 -8.267
C -1.246 4.881 0.970
C -2.255 4.761 2.094
O -1.608 4.415 3.331
C -1.008 5.422 3.981
O -0.978 6.556 3.603
C -0.404 4.918 5.291
F 0.289 3.775 5.134
F -1.352 4.662 6.219
F 0.445 5.798 5.848
H -0.656 3.965 0.885
H -1.747 5.069 0.020
H -0.544 5.696 1.155
H -2.955 3.955 1.874
H -2.842 5.675 2.209
C -2.543 6.848 8.752
C -1.294 7.442 8.133
O -1.399 8.873 8.045
C -1.161 9.549 9.176
O -0.874 9.045 10.224
C -1.266 11.053 8.925
F -2.367 11.376 8.222
F -0.210 11.513 8.227
F -1.315 11.758 10.063
H -3.431 7.166 8.200
H -2.493 5.759 8.749
H -2.672 7.185 9.782
H -1.181 7.073 7.116
H -0.395 7.154 8.682
```


No. 4
C45H62Ge2N5O5S3Ti | ωB97M-V/def2-TZVPD

Summary:
Net charge = +1
Gap between HOMO and LUMO = 6.3 eV
E_LUMO = -0.142 hartree
E = -234003.744 eV
E_HOMO = -0.3727 Eh

XYZ file:
```
123
C45H62Ge2N5O5S3Ti (ωB97M-V/def2-TZVPD)
Ti -0.245 0.260 0.290
O 0.363 -1.780 0.577
S -0.075 -3.203 0.923
C 1.204 -4.231 0.155
C 1.682 -3.684 -1.185
C 2.780 -2.621 -1.027
C 2.854 -1.681 -2.234
S 2.587 0.058 -1.828
O 1.293 0.031 -1.017
C 3.895 0.344 -0.666
C 5.157 0.585 -1.201
C 6.198 0.875 -0.337
C 5.966 0.950 1.033
C 4.697 0.726 1.545
C 3.648 0.416 0.691
C -1.497 -3.534 -0.111
C -2.343 -4.568 0.273
C -3.533 -4.766 -0.421
C -3.889 -3.927 -1.472
C -3.027 -2.902 -1.852
C -1.826 -2.707 -1.179
H 0.733 -5.213 0.076
H 2.010 -4.303 0.888
H 0.828 -3.267 -1.722
H 2.042 -4.516 -1.792
H 3.748 -3.097 -0.870
H 2.575 -2.036 -0.132
H 2.078 -1.894 -2.974
H 3.810 -1.695 -2.762
H 5.324 0.565 -2.273
H 7.187 1.064 -0.732
H 6.780 1.202 1.701
H 4.513 0.806 2.609
H 2.650 0.258 1.082
H -2.097 -5.198 1.122
H -4.201 -5.564 -0.123
H -4.842 -4.056 -1.992
H -3.309 -2.258 -2.675
H -1.148 -1.913 -1.475
C -0.856 2.294 4.922
C -1.141 1.394 3.722
Ge 0.482 0.811 2.733
C 1.295 -0.781 3.596
C 1.602 -0.550 5.076
C 1.687 2.334 2.836
C 1.595 3.288 1.901
Ge 0.364 2.876 0.389
C 1.098 3.240 -1.438
C 2.588 3.528 -1.645
C -1.172 4.110 0.637
C -0.760 5.582 0.532
C 2.176 4.634 2.158
C 1.846 5.297 3.342
C 2.351 6.559 3.617
C 3.206 7.179 2.718
C 3.553 6.525 1.545
C 3.037 5.268 1.265
H -1.783 2.603 5.408
H -0.330 3.200 4.617
H -0.241 1.799 5.676
H -1.769 1.931 3.007
H -1.716 0.515 4.029
H 2.212 -1.024 3.049
H 0.643 -1.653 3.488
H 2.279 0.294 5.223
H 2.071 -1.426 5.529
H 0.692 -0.341 5.643
H 2.282 2.528 3.731
H 0.496 4.067 -1.820
H 0.802 2.389 -2.052
H 2.792 4.596 -1.606
H 2.919 3.185 -2.629
H 3.228 3.052 -0.897
H -1.628 3.912 1.610
H -1.936 3.906 -0.117
H -0.111 5.881 1.356
H -1.638 6.231 0.552
H -0.226 5.790 -0.398
H 1.167 4.825 4.044
H 2.073 7.060 4.536
H 3.599 8.165 2.930
H 4.228 6.996 0.840
H 3.324 4.769 0.357
O -6.218 -4.560 -2.763
S -6.934 -3.323 -2.476
O -6.195 -2.130 -2.851
O -8.342 -3.310 -2.764
C -6.813 -3.336 -0.655
N -7.357 -4.332 0.053
C -7.021 -4.406 1.330
C -6.091 -3.548 1.931
C -5.642 -2.532 1.113
N -6.031 -2.406 -0.148
C -4.506 -1.620 1.348
C -4.411 -0.487 0.538
C -3.217 0.165 0.434
N -2.113 -0.282 1.075
C -2.256 -1.265 1.981
C -3.452 -1.909 2.196
H -7.463 -5.216 1.902
H -5.773 -3.688 2.955
H -5.263 -0.193 -0.060
H -3.115 1.055 -0.164
H -1.376 -1.528 2.553
H -3.494 -2.726 2.904
C -3.902 0.872 -3.155
C -2.822 1.948 -3.308
C -1.971 1.684 -4.545
C -3.470 3.325 -3.391
N -1.914 2.033 -2.134
N -1.345 0.785 -1.721
H -4.640 0.961 -3.952
H -4.448 0.970 -2.213
H -3.515 -0.148 -3.231
H -2.602 1.631 -5.433
H -1.447 0.725 -4.479
H -1.235 2.477 -4.684
H -4.116 3.385 -4.265
H -2.711 4.105 -3.463
H -4.090 3.517 -2.510
H -2.412 2.429 -1.348
H -0.574 0.613 -2.358
H -2.034 0.043 -1.872
```